# 1
Density functional theory data (the ωB97M-V functional and the def2-TZVPD basis) for a molecular structure, C45H43BCdF2IN4O3P2S.

Calculated values
* charge: -1
* gap between HOMO and LUMO: 6.5 eV
* LUMO: 0.07944 Ha
* energy: -3956.52409 Ha
* energy above the lowest of the compared OMol25 structures with the same formula, charge and spin: 0.000 eV

Geometry (Å):
Cd  -0.890  0.718  1.638
C  3.271  -4.343  -3.882
C  2.050  -3.948  -3.039
C  0.982  -5.056  -3.129
C  1.443  -2.654  -3.553
C  1.328  -2.394  -4.913
C  0.786  -1.206  -5.367
C  0.349  -0.253  -4.465
C  0.405  -0.491  -3.102
P  -0.224  0.704  -1.789
C  -1.950  0.277  -2.263
C  -2.615  0.689  -3.411
C  -3.896  0.230  -3.673
C  -4.531  -0.638  -2.800
C  -3.871  -1.058  -1.656
C  -2.586  -0.613  -1.402
C  0.248  2.190  -2.749
C  1.613  2.299  -3.009
C  2.134  3.408  -3.644
C  1.293  4.439  -4.030
C  -0.061  4.350  -3.758
C  -0.581  3.240  -3.116
C  0.934  -1.707  -2.666
O  0.939  -1.895  -1.309
C  1.786  -2.824  -0.799
C  1.997  -2.754  0.581
C  2.914  -3.599  1.181
C  3.587  -4.530  0.412
C  3.324  -4.635  -0.942
C  2.426  -3.787  -1.577
P  0.972  -1.533  1.497
C  2.385  -0.603  2.211
C  3.092  -1.000  3.341
C  4.192  -0.271  3.759
C  4.597  0.851  3.056
C  3.900  1.246  1.926
C  2.797  0.525  1.506
C  0.413  -2.578  2.889
C  0.100  -1.978  4.108
C  -0.500  -2.712  5.114
C  -0.797  -4.050  4.920
C  -0.482  -4.655  3.716
C  0.101  -3.922  2.700
H  2.996  -4.479  -4.924
H  3.692  -5.282  -3.531
H  4.034  -3.570  -3.822
H  0.653  -5.183  -4.159
H  0.116  -4.793  -2.525
H  1.385  -5.999  -2.762
H  1.653  -3.129  -5.635
H  0.705  -1.025  -6.430
H  -0.033  0.690  -4.827
H  -2.139  1.365  -4.106
H  -4.408  0.558  -4.569
H  -5.533  -0.992  -3.015
H  -4.356  -1.729  -0.960
H  -2.051  -0.964  -0.524
H  2.274  1.497  -2.700
H  3.201  3.471  -3.814
H  1.699  5.317  -4.516
H  -0.720  5.162  -4.032
H  -1.631  3.218  -2.872
H  3.099  -3.526  2.242
H  4.303  -5.194  0.871
H  3.830  -5.404  -1.507
H  2.763  -1.859  3.911
H  4.733  -0.571  4.645
H  5.450  1.425  3.396
H  4.207  2.126  1.381
H  2.238  0.844  0.633
H  0.326  -0.936  4.277
H  -0.749  -2.229  6.047
H  -1.285  -4.616  5.700
H  -0.702  -5.701  3.563
H  0.316  -4.398  1.754
N  -3.740  2.176  0.843
C  -3.398  3.209  -0.124
C  -1.853  3.318  -0.302
O  -1.374  4.440  -0.405
O  -1.236  2.211  -0.346
H  -3.446  1.277  0.463
H  -4.750  2.121  0.949
H  -3.774  4.178  0.220
H  -3.829  3.012  -1.124
F  0.509  1.332  4.176
B  -0.036  2.070  3.101
F  0.926  3.001  2.729
I  -3.194  -1.094  2.500
C  -1.437  6.205  2.389
C  -0.870  5.234  3.419
C  -1.716  4.032  3.596
N  -1.313  2.783  3.657
N  -2.271  1.895  3.976
C  -3.441  2.403  4.078
N  -4.536  1.692  4.414
S  -3.450  4.154  3.813
H  -0.806  7.088  2.343
H  -2.445  6.508  2.668
H  -1.458  5.743  1.405
H  -0.788  5.737  4.392
H  0.125  4.918  3.115
H  -4.416  0.703  4.199
H  -5.425  2.083  4.153

***

# 2
Density functional theory data (the ωB97M-V functional and the def2-TZVPD basis) for a single C3H6O3 molecule.

Calculated values
* gap between HOMO and LUMO: 10.3 eV
* LUMO: 0.01409 Ha
* energy: -343.57716 Ha
* SMILES: CO[C@H](O)C=O
* energy above the lowest of the compared OMol25 structures with the same formula, charge and spin: 2.106 eV

Geometry (Å):
C  0.108  0.218  0.921
C  -0.528  -1.167  -0.837
C  1.169  0.928  0.020
O  -0.170  -1.101  0.524
O  -1.019  1.026  1.071
O  2.158  0.409  -0.421
H  -1.567  1.023  0.276
H  0.567  0.130  1.917
H  1.068  2.027  0.130
H  -1.543  -0.790  -1.011
H  -0.413  -2.209  -1.130
H  0.167  -0.494  -1.461

***

# 3
Density functional theory data (the ωB97M-V functional and the def2-TZVPD basis) for a molecular structure, C56H49BaN2OP3S2.

Calculated values
* gap between HOMO and LUMO: 5.8 eV
* LUMO: -0.01471 Ha
* energy: -4193.96169 Ha
* energy above the lowest of the compared OMol25 structures with the same formula, charge and spin: 3.522 eV

Geometry (Å):
Ba  0.627  -1.107  0.914
S  1.206  1.641  0.787
P  2.004  0.842  -0.894
C  2.357  -0.800  -0.848
P  1.750  -2.087  -1.760
S  0.873  -3.551  -0.660
C  3.180  -2.868  -2.614
C  3.284  -4.241  -2.804
C  4.374  -4.775  -3.485
C  5.367  -3.940  -3.982
C  5.273  -2.566  -3.789
C  4.186  -2.036  -3.103
C  0.584  -1.890  -3.175
C  -0.788  -1.927  -2.935
C  -1.696  -1.936  -3.983
C  -1.245  -1.898  -5.294
C  0.119  -1.841  -5.548
C  1.028  -1.836  -4.496
C  3.575  1.765  -1.123
C  3.582  3.154  -1.235
C  4.777  3.840  -1.399
C  5.982  3.145  -1.433
C  5.985  1.764  -1.295
C  4.782  1.074  -1.142
C  1.054  1.599  -2.317
C  -1.518  1.498  -2.996
C  -1.503  1.954  -4.279
C  -0.400  2.214  -5.112
C  0.944  2.009  -4.830
C  1.578  1.620  -3.658
H  2.510  -4.890  -2.412
H  4.450  -5.847  -3.626
H  6.213  -4.357  -4.517
H  6.049  -1.908  -4.165
H  4.113  -0.967  -2.935
H  -1.156  -2.011  -1.921
H  -2.761  -1.978  -3.775
H  -1.951  -1.915  -6.117
H  0.482  -1.812  -6.570
H  2.086  -1.814  -4.710
H  2.649  3.701  -1.165
H  4.771  4.921  -1.486
H  6.915  3.683  -1.562
H  6.921  1.218  -1.307
H  4.762  -0.004  -1.038
H  -2.435  1.101  -2.586
H  -2.475  1.973  -4.768
H  -0.636  2.474  -6.138
H  1.608  2.133  -5.680
H  2.654  1.480  -3.703
C  2.326  -3.373  3.529
C  1.053  -4.041  4.059
C  0.072  -4.351  2.928
C  0.412  -3.184  5.168
C  -0.260  -3.984  6.298
O  -1.604  -3.456  6.358
C  -1.708  -2.550  5.343
N  -0.668  -2.330  4.656
C  -3.061  -1.934  5.206
C  -4.025  -2.343  6.134
C  -5.293  -1.794  6.138
C  -5.615  -0.812  5.212
C  -4.677  -0.414  4.277
C  -3.398  -0.970  4.234
P  -2.213  -0.420  2.910
C  -3.358  -0.079  1.502
C  -4.264  -1.080  1.130
C  -5.114  -0.905  0.049
C  -5.071  0.275  -0.687
C  -4.146  1.253  -0.357
C  -3.280  1.071  0.718
C  -1.757  1.240  3.551
C  -0.473  1.341  4.086
C  -0.004  2.542  4.600
C  -0.818  3.664  4.577
C  -2.105  3.575  4.055
C  -2.573  2.370  3.550
H  2.707  -3.886  2.643
H  3.114  -3.359  4.287
H  2.123  -2.339  3.245
H  1.338  -4.989  4.523
H  -0.227  -3.441  2.413
H  -0.836  -4.838  3.300
H  0.540  -5.014  2.198
H  1.183  -2.528  5.574
H  0.211  -3.842  7.267
H  -0.316  -5.051  6.081
H  -3.756  -3.089  6.870
H  -6.024  -2.124  6.866
H  -6.602  -0.363  5.212
H  -4.959  0.330  3.543
H  -4.311  -2.000  1.704
H  -5.817  -1.688  -0.218
H  -5.751  0.427  -1.518
H  -4.097  2.166  -0.940
H  -2.541  1.831  0.944
H  0.164  0.463  4.095
H  1.000  2.604  5.006
H  -0.450  4.610  4.956
H  -2.744  4.450  4.041
H  -3.579  2.326  3.150
N  -0.475  1.580  -2.027
C  0.217  2.748  -2.006
C  -0.092  4.065  -2.484
C  -1.354  4.623  -2.231
C  -1.619  5.939  -2.554
C  -0.640  6.724  -3.157
C  0.605  6.177  -3.435
C  0.877  4.856  -3.110
H  -2.111  4.009  -1.758
H  -2.596  6.359  -2.347
H  -0.854  7.754  -3.418
H  1.367  6.778  -3.916
H  1.839  4.420  -3.352

***

# 4
Density functional theory data (the ωB97M-V functional and the def2-TZVPD basis) for a single C3H6S molecule.

Calculated values
* gap between HOMO and LUMO: 10.0 eV
* LUMO: 0.03685 Ha
* energy: -516.03093 Ha
* SMILES: SC1CC1
* energy above the lowest of the compared OMol25 structures with the same formula, charge and spin: 0.949 eV

Geometry (Å):
C  1.037  -0.076  -0.018
C  -0.012  -1.107  -0.383
C  -0.324  0.381  -0.096
S  -1.522  0.781  1.314
H  1.458  -0.096  0.980
H  1.646  0.302  -0.819
H  0.054  -1.359  -1.418
H  -0.305  -2.024  0.213
H  -0.708  1.090  -0.905
H  -1.323  2.106  1.131

***

# 5
Density functional theory data (the ωB97M-V functional and the def2-TZVPD basis) for 17 unconnected molecules or ions with the total composition C23H28B2Cl48F9NO3P.

Calculated values
* charge: -1
* gap between HOMO and LUMO: 5.2 eV
* LUMO: 0.04507 Ha
* energy: -24552.60952 Ha

Geometry (Å):
C  3.373  3.559  1.829
P  4.149  2.327  0.533
O  2.935  1.736  -0.567
B  4.643  0.805  1.619
O  5.422  1.383  2.770
C  3.277  0.171  2.270
C  2.856  -1.315  1.729
C  1.256  -1.523  2.170
F  1.166  -2.937  2.693
F  0.889  -0.659  3.348
C  0.212  -1.409  0.914
F  0.640  -0.517  -0.188
F  0.020  -2.818  0.405
C  -1.313  -0.907  1.347
F  -2.213  -1.423  0.248
F  -1.809  -1.578  2.596
C  -1.501  0.721  1.354
F  -2.664  1.199  2.173
F  -0.298  1.495  1.738
F  -1.822  1.120  -0.060
B  5.638  -0.270  0.866
N  7.072  -0.426  1.427
O  5.320  -1.079  -0.329
H  4.140  4.405  2.152
H  2.371  4.047  1.410
H  3.034  2.905  2.767
H  3.058  2.279  -1.412
H  5.651  0.656  3.430
H  3.367  0.205  3.455
H  2.387  0.903  1.968
H  2.893  -1.461  0.570
H  3.495  -2.127  2.305
H  7.613  -0.895  0.639
H  7.523  0.537  1.474
H  5.763  -1.978  -0.314
C  -1.065  4.900  1.679
Cl  0.545  5.257  2.326
Cl  -2.296  5.078  2.940
Cl  -1.429  5.953  0.301
H  -1.074  3.863  1.332
C  -5.765  2.404  2.828
Cl  -5.626  3.070  1.192
Cl  -5.985  3.704  4.013
Cl  -7.105  1.248  2.918
H  -4.838  1.876  3.065
C  0.776  -0.055  -3.497
Cl  -0.665  -0.372  -4.478
Cl  2.184  -0.895  -4.170
Cl  1.084  1.687  -3.389
H  0.597  -0.436  -2.489
C  3.385  -4.845  -3.207
Cl  4.301  -4.762  -4.721
Cl  3.405  -6.493  -2.557
Cl  4.038  -3.701  -2.021
H  2.348  -4.570  -3.416
C  3.705  7.060  4.294
Cl  4.562  7.662  5.724
Cl  4.775  7.065  2.881
Cl  3.070  5.433  4.588
H  2.864  7.727  4.091
C  -8.144  0.740  6.717
Cl  -9.224  2.144  6.708
Cl  -7.008  0.836  8.073
Cl  -9.078  -0.764  6.793
H  -7.570  0.741  5.786
C  8.078  9.610  3.476
Cl  8.278  8.496  4.839
Cl  7.591  8.728  2.018
Cl  6.892  10.867  3.868
H  9.039  10.093  3.281
C  -2.452  0.696  -7.582
Cl  -3.838  1.799  -7.556
Cl  -2.981  -0.974  -7.313
Cl  -1.577  0.831  -9.117
H  -1.773  0.976  -6.772
C  8.015  -1.290  4.967
Cl  9.280  -0.182  4.408
Cl  6.553  -0.391  5.410
Cl  7.650  -2.496  3.721
H  8.381  -1.811  5.855
C  -3.459  -4.238  -10.126
Cl  -2.592  -2.714  -9.873
Cl  -2.391  -5.619  -9.825
Cl  -4.891  -4.321  -9.085
H  -3.788  -4.278  -11.168
C  -12.622  -0.918  8.193
Cl  -12.422  -2.032  9.557
Cl  -13.109  -1.800  6.736
Cl  -13.808  0.338  8.585
H  -11.661  -0.436  7.999
C  4.257  -7.891  0.819
Cl  5.124  -6.367  1.073
Cl  5.326  -9.272  1.121
Cl  2.826  -7.973  1.860
H  3.928  -7.931  -0.222
C  0.584  7.612  7.346
Cl  0.836  9.099  8.275
Cl  0.739  7.930  5.609
Cl  1.730  6.359  7.853
H  -0.429  7.251  7.541
C  -6.233  -0.645  -4.556
Cl  -6.639  0.559  -5.791
Cl  -7.202  -2.112  -4.774
Cl  -4.503  -1.029  -4.606
H  -6.463  -0.222  -3.574
C  -1.669  -6.488  -13.823
Cl  -0.404  -5.381  -14.382
Cl  -3.131  -5.590  -13.380
Cl  -2.034  -7.695  -15.068
H  -1.303  -7.010  -12.935
C  -4.991  -8.051  -7.321
Cl  -5.919  -8.697  -8.686
Cl  -5.888  -8.255  -5.807
Cl  -3.407  -8.838  -7.218
H  -4.835  -6.982  -7.487

***

# 6
Density functional theory data (the ωB97M-V functional and the def2-TZVPD basis) for a single C4H7NO2 molecule.

Calculated values
* gap between HOMO and LUMO: 9.8 eV
* LUMO: 0.02472 Ha
* energy: -361.82350 Ha
* SMILES: O=C1CNC[C@@H]1O
* energy above the lowest of the compared OMol25 structures with the same formula, charge and spin: 1.561 eV

Geometry (Å):
O  1.793  0.105  -0.543
C  0.892  0.096  0.582
C  -0.083  1.243  0.293
N  -0.810  0.726  -0.875
C  -1.254  -0.579  -0.367
C  -0.067  -1.107  0.451
O  0.123  -2.222  0.865
H  2.070  -0.794  -0.768
H  1.446  0.114  1.525
H  -0.798  1.387  1.111
H  0.407  2.194  0.081
H  -0.026  0.536  -1.515
H  -1.576  -1.286  -1.133
H  -2.116  -0.414  0.293

***

# 7
Density functional theory data (the ωB97M-V functional and the def2-TZVPD basis) for a molecular structure, C2H3Br2O2S.

Calculated values
* charge: -1
* gap between HOMO and LUMO: 6.6 eV
* LUMO: 0.10916 Ha
* energy: -5774.66822 Ha
* energy above the lowest of the compared OMol25 structures with the same formula, charge and spin: 1.734 eV

Geometry (Å):
C  0.422  0.174  -0.286
C  -1.431  0.572  0.524
O  1.436  1.783  1.532
O  2.699  1.093  -0.479
S  1.480  1.727  0.053
Br  -2.610  -1.064  0.060
Br  -2.110  2.121  -0.123
H  0.664  -0.563  0.456
H  0.281  0.138  -1.296
H  -1.285  0.425  1.635

***

# 8
Density functional theory data (the ωB97M-V functional and the def2-TZVPD basis) for 2 unconnected molecules or ions with the total composition C7H14N3.

Calculated values
* charge: +1
* gap between HOMO and LUMO (alpha / beta): 7.7 / 8.6 eV
* LUMO (alpha / beta): -0.17942 / -0.13786 Ha
* energy: -438.93144 Ha
* energy above the lowest of the compared OMol25 structures with the same formula, charge and spin: 6.987 eV

Geometry (Å):
C  1.007  3.262  0.923
C  1.287  2.086  0.301
C  -0.602  2.008  1.457
C  -3.413  -0.240  0.831
C  2.150  -0.893  0.193
C  0.582  -0.510  -1.665
C  -0.087  -0.135  0.629
N  -0.125  3.212  1.631
N  0.268  1.177  0.754
N  0.751  -0.936  -0.259
H  1.663  4.065  0.986
H  2.200  1.905  -0.368
H  -1.568  1.592  1.829
H  -3.725  -1.244  0.511
H  -3.350  0.046  1.918
H  -3.225  0.545  0.197
H  2.872  -1.123  -0.635
H  2.315  -0.051  0.745
H  2.239  -1.652  1.105
H  -0.517  -0.190  -1.870
H  1.122  0.453  -1.706
H  0.942  -1.293  -2.331
H  -1.162  -0.284  0.647
H  0.385  -1.954  -0.151

***

# 9
Density functional theory data (the ωB97M-V functional and the def2-TZVPD basis) for a single C4H8O molecule.

Calculated values
* gap between HOMO and LUMO: 10.8 eV
* LUMO: 0.03780 Ha
* energy: -232.29092 Ha
* SMILES: CC1(C)CO1
* energy above the lowest of the compared OMol25 structures with the same formula, charge and spin: 4.210 eV

Geometry (Å):
C  -1.479  -0.657  -0.023
C  -0.297  0.242  -0.159
C  1.173  -0.786  -0.155
C  -0.062  1.548  0.437
O  -0.035  1.314  -0.982
H  -2.283  -0.392  0.694
H  -1.866  -1.120  -0.939
H  -0.468  -1.157  0.298
H  1.968  -0.180  0.278
H  1.377  -0.989  -1.211
H  1.255  -1.789  0.358
H  -0.847  2.235  0.754
H  0.901  1.661  0.927